Computed, not measured: a structure of composition C17H31GaO, with wB97M-V/def2-TZVPD.

The electronic energy comes out at -2665.7031 Eh. As for the net charge: +2. Its spin multiplicity is 1. The calculation puts the molar mass at 321.16 g/mol. The value obtained for the LUMO energy (spin up / spin down) is -0.35827 / -0.35826 hartree. Its gap between HOMO and LUMO (spin up / spin down) is 5.952 / 5.953 eV.

Structure (XYZ):
```
50
Properties=species:S:1:pos:R:3:nbo_charge:R:1
C -2.1913 -0.2339 2.6378 -0.548
H -2.4794 0.2378 3.5901 0.288
H -3.0443 -0.1370 1.9499 0.232
H -1.2942 0.4060 2.2304 0.089
C -1.7912 -1.6869 2.8539 -0.416
H -1.4378 -2.1235 1.9090 0.185
H -0.9456 -1.7296 3.5483 0.228
C -2.9237 -2.5516 3.4087 -0.609
H -2.5877 -3.5800 3.5449 0.244
H -3.2666 -2.1863 4.3800 0.234
H -3.7858 -2.5744 2.7323 0.216
C 0.7596 0.1213 -2.1468 0.105
C 0.2171 -1.1768 -1.9414 0.047
C -1.1664 -1.0431 -1.6013 -0.096
C -1.4749 0.3979 -1.5787 -0.113
C -0.2598 1.0861 -1.9785 -0.075
C -0.1532 2.5304 -2.2921 -0.664
C -2.8539 0.9593 -1.6652 -0.672
C -2.1910 -2.1206 -1.6577 -0.676
C 0.9252 -2.4531 -2.2002 -0.687
C 2.1276 0.4030 -2.6290 -0.679
Ga -0.7536 -0.0088 0.4158 1.359
H -2.8528 2.0409 -1.4852 0.259
H -3.2947 0.7858 -2.6607 0.283
H -3.5130 0.4963 -0.9202 0.241
H -1.0132 3.0920 -1.9013 0.240
H 0.7605 2.9681 -1.8595 0.240
H -0.1139 2.7077 -3.3805 0.272
H 2.8430 -0.3442 -2.2618 0.248
H 2.1585 0.3789 -3.7291 0.283
H 2.4689 1.3963 -2.3090 0.244
H 0.3818 -3.3084 -1.7756 0.241
H 1.0426 -2.6443 -3.2799 0.269
H 1.9353 -2.4444 -1.7627 0.242
H -2.9967 -1.9520 -0.9307 0.240
H -2.6516 -2.1720 -2.6591 0.278
H -1.7515 -3.1043 -1.4496 0.260
C 2.9479 0.2091 2.6834 -0.433
C 3.0417 1.6430 2.1471 -0.441
C 2.0017 1.7055 1.0208 -0.070
O 1.5758 0.3583 0.7294 -0.593
C 2.3819 -0.5610 1.4902 -0.071
H 3.9088 -0.1970 3.0216 0.263
H 2.2505 0.1693 3.5384 0.219
H 4.0421 1.8159 1.7380 0.238
H 2.8433 2.4009 2.9080 0.254
H 1.1125 2.2854 1.3192 0.188
H 2.3961 2.1518 0.0909 0.206
H 3.1890 -0.9282 0.8394 0.205
H 1.7538 -1.4126 1.7766 0.201
```

Computed, not measured: a structure of composition C17H31N2PReS2, with wB97M-V/def2-TZVPD.

The electronic energy comes out at -1991.8315 Eh. As for the relative energy (zero: lowest compared OMol25 entry of this formula, charge and spin): 0.000 eV. As for the net charge: 0. Its spin multiplicity is 4. The calculation puts the molar mass at 544.76 g/mol. The value obtained for the LUMO energy (spin up / spin down) is 0.01078 / -0.02311 hartree. Its gap between HOMO and LUMO (spin up / spin down) is 7.186 / 6.710 eV.

Structure (XYZ):
```
54
Properties=species:S:1:pos:R:3:mulliken_spin:R:1
Re 0.1606 0.4937 -0.1464 2.543
C 0.2234 5.1063 0.6254 -0.002
C -0.1236 3.7190 0.1412 0.032
S 0.6804 2.4136 1.0241 0.073
C -1.0119 3.4726 -0.8279 0.037
C -1.7755 4.5551 -1.5504 0.005
S -1.4478 1.8141 -1.2577 0.062
H 1.2320 5.1359 1.0377 0.000
H -0.4616 5.4309 1.4143 0.002
H 0.1696 5.8429 -0.1753 0.001
H -1.1521 5.4290 -1.7361 0.001
H -2.6421 4.8840 -0.9711 0.001
H -2.1427 4.1967 -2.5110 0.000
C 1.5775 -2.6909 0.2902 0.041
P 1.4048 -1.0884 1.2053 0.203
C 0.5591 -1.7148 2.7326 0.002
C 3.0745 0.3173 -1.3586 -0.026
C 3.6058 -0.7837 -2.0227 -0.003
C 4.9185 -1.1915 -1.8094 0.005
C 5.7248 -0.4952 -0.9232 -0.007
C 5.2053 0.6094 -0.2544 -0.005
C 3.8958 1.0065 -0.4682 0.010
H 1.8212 -2.5095 -0.7557 -0.011
H 0.6536 -3.2805 0.3448 0.003
H 2.3819 -3.2926 0.7158 -0.003
H 1.2632 -2.3469 3.2769 0.000
H -0.3321 -2.3262 2.5471 0.009
H 0.2902 -0.8837 3.3864 -0.002
H 2.9873 -1.3224 -2.7345 -0.001
H 5.3122 -2.0450 -2.3477 0.000
H 6.7481 -0.8049 -0.7557 0.000
H 5.8281 1.1625 0.4379 0.000
H 3.4891 1.8526 0.0776 -0.001
C -3.8187 -1.5883 2.1266 0.001
C -3.3012 -1.8235 0.7151 0.000
C -4.3016 -1.3025 -0.3108 0.003
C -3.0273 -3.3086 0.4843 0.000
N -2.0664 -1.0033 0.6306 0.027
N -1.3285 -1.1259 -0.5963 -0.002
H -4.7642 -2.1131 2.2722 0.000
H -3.9743 -0.5231 2.3026 0.000
H -3.1097 -1.9623 2.8714 -0.001
H -5.2734 -1.7735 -0.1531 0.000
H -3.9982 -1.5389 -1.3347 0.000
H -4.4136 -0.2207 -0.2224 0.000
H -3.9529 -3.8816 0.5654 0.000
H -2.3227 -3.7027 1.2218 -0.001
H -2.6296 -3.5019 -0.5157 -0.001
H -1.4086 -1.2422 1.3634 -0.025
H -1.9286 -0.7956 -1.3484 0.004
H -1.0467 -2.0849 -0.7938 0.006
C 1.6627 0.7490 -1.6173 -0.036
H 1.6068 1.8248 -1.7981 0.022
H 1.2791 0.2530 -2.5139 0.034
```

Computed, not measured: a cluster of 2 separate species, C17H31N3O4P in total, with wB97M-V/def2-TZVPD.

The electronic energy comes out at -1472.3043 Eh. As for the net charge: +1. Its spin multiplicity is 1. The calculation puts the molar mass at 372.43 g/mol. The value obtained for the LUMO energy is -0.18972 hartree. Its gap between HOMO and LUMO is 6.823 eV.

Structure (XYZ):
```
56
Properties=species:S:1:pos:R:3:nbo_charge:R:1
C -5.4188 1.6731 1.1323 -0.632
C -4.3207 0.6176 0.5067 -0.419
C -3.1010 0.4982 1.5981 -0.409
C -1.6369 0.9928 0.9592 -0.415
C -0.6362 1.1847 2.2516 -0.416
C 0.6697 2.0275 1.7304 -0.493
C 1.3977 1.4225 0.3909 0.089
C 1.4641 2.3095 -1.0261 0.085
C 0.7885 3.7945 -1.2202 -0.492
C 0.5363 4.2022 -2.8190 -0.508
C -0.9308 4.9650 -3.0462 0.678
N -1.5487 4.9106 -4.4591 -0.838
O -1.6235 5.5759 -2.0819 -0.584
C 2.2950 1.5308 -2.2523 -0.008
N 2.9240 0.1867 -2.1437 -0.135
N 2.7837 -0.4834 -0.9660 -0.280
C 2.1135 -0.0881 0.3286 -0.156
P 2.1029 -1.2956 1.8176 1.350
O 2.1998 -0.4727 3.3489 -0.969
O 0.5471 -2.1386 1.6591 -0.961
H -5.6693 1.4207 2.2714 0.218
H -6.3820 1.7026 0.4567 0.228
H -4.9414 2.7667 1.1490 0.210
H -3.9826 1.0470 -0.5299 0.206
H -4.7473 -0.4632 0.3454 0.217
H -2.9349 -0.5740 2.0411 0.220
H -3.3207 1.2798 2.4676 0.209
H -1.7390 2.0550 0.4265 0.208
H -1.1806 0.1836 0.2177 0.192
H -1.1884 1.8833 3.0422 0.241
H -0.3325 0.1879 2.7864 0.233
H 0.4690 3.1732 1.5591 0.253
H 1.4800 1.9565 2.6041 0.274
H 1.3301 4.6491 -0.6221 0.283
H -0.3072 3.7243 -0.7516 0.279
H 1.3946 4.9237 -3.1914 0.268
H 0.4708 3.2281 -3.5043 0.225
H -2.6076 4.9134 -4.3900 0.410
H -1.2732 4.0228 -4.9395 0.374
H 2.3934 2.1389 -3.2616 0.266
H 3.2289 -1.4534 -0.9383 0.466
H 1.8929 -1.1407 4.0590 0.525
H 0.1654 -1.9784 0.7387 0.504
C 1.1757 -6.0031 0.1917 -0.434
C 2.6289 -6.3577 0.3739 -0.432
C 3.3258 -5.1654 -0.2444 -0.069
O 2.4670 -4.0335 -0.0483 -0.576
C 1.1873 -4.5041 0.3969 -0.064
H 0.5066 -6.5227 0.8822 0.229
H 0.8620 -6.2378 -0.8324 0.206
H 2.8652 -6.4155 1.4430 0.207
H 2.9120 -7.3056 -0.0906 0.232
H 3.4611 -5.2993 -1.3229 0.171
H 4.3022 -4.9694 0.2081 0.190
H 1.0880 -4.2483 1.4575 0.184
H 0.3940 -3.9979 -0.1599 0.164
```

Computed, not measured: a cluster of 3 separate species, C17H32BBrI2N3O5P in total, with wB97M-V/def2-TZVPD.

Its SMILES is COCCC[C@@](C#N)(/C(I)=C(/C)I)[C@@](C#N)(B(N)O)P(O)Br.CC(C)O.CC(C)O. The electronic energy comes out at -4742.7558 Eh. As for the net charge: 0. Its spin multiplicity is 1. The calculation puts the molar mass at 733.96 g/mol. The value obtained for the LUMO energy is -0.02776 hartree. Its gap between HOMO and LUMO is 8.204 eV.

Structure (XYZ):
```
62
Properties=species:S:1:pos:R:3:nbo_charge:R:1
C -7.1756 -4.8149 -0.1132 -0.275
O -5.8756 -5.5141 0.0062 -0.567
C -5.0919 -5.0163 1.1508 -0.065
C -3.4499 -5.0956 0.9037 -0.450
C -2.7234 -3.9025 1.7640 -0.450
C -2.2275 -2.6119 0.8852 -0.140
C -3.4520 -2.3822 -0.2382 0.252
N -4.4283 -2.2454 -1.1053 -0.295
C -2.2338 -1.1895 1.7495 -0.215
I -3.5326 0.4934 1.0670 0.210
C -1.4536 -0.9223 2.9827 -0.149
C -1.5731 0.5329 3.7980 -0.680
I -0.0786 -2.3911 3.8267 0.216
C -0.8773 -2.8427 -0.0127 -0.847
C -1.3855 -3.2894 -1.5443 0.253
N -1.7223 -3.6308 -2.7540 -0.300
B -0.0036 -1.4355 -0.2811 1.262
N -0.0644 -0.7438 -1.6654 -1.192
O 0.8401 -0.7707 0.7301 -0.956
P 0.2701 -4.2526 0.5660 1.064
O 0.0970 -5.5562 -0.6283 -0.966
Br 2.4703 -3.7079 0.4852 -0.211
H -7.0607 -3.6450 -0.0878 0.192
H -7.8614 -5.2110 0.7750 0.176
H -7.6320 -5.1262 -1.1683 0.210
H -5.3488 -5.6333 2.1400 0.175
H -5.4306 -3.9034 1.3890 0.174
H -3.1460 -5.1541 -0.2244 0.258
H -3.1018 -6.1237 1.3974 0.223
H -3.5557 -3.4888 2.5140 0.240
H -1.9118 -4.4042 2.4358 0.264
H -1.4419 1.4611 3.0951 0.251
H -0.6745 0.5904 4.5808 0.240
H -2.5578 0.5296 4.4318 0.248
H 0.4326 -1.3232 -2.3785 0.409
H -1.0534 -0.5373 -1.9293 0.403
H 0.5257 0.1869 0.8405 0.531
H 0.9418 -6.1288 -0.5743 0.507
C 3.2312 2.6940 -0.5492 -0.640
C 3.2607 2.5270 0.9618 0.094
C 4.6850 2.5432 1.4934 -0.629
O 2.6397 1.2931 1.3127 -0.735
H 3.7653 1.8754 -1.0444 0.193
H 2.2007 2.6680 -0.9191 0.215
H 3.6879 3.6419 -0.8505 0.240
H 2.6831 3.3301 1.4322 0.171
H 5.2706 1.7192 1.0706 0.197
H 4.6915 2.4096 2.5806 0.214
H 5.1853 3.4866 1.2533 0.211
H 3.1460 0.5742 0.8993 0.469
C 4.4473 7.6378 -2.2301 -0.629
C 4.2875 6.2539 -2.8393 0.093
C 3.8044 6.3344 -4.2786 -0.630
O 3.3525 5.5037 -2.0685 -0.725
H 3.4908 8.1723 -2.2155 0.198
H 4.7836 7.5640 -1.1904 0.217
H 5.1727 8.2349 -2.7915 0.211
H 5.2446 5.7225 -2.8015 0.177
H 2.8251 6.8227 -4.3366 0.198
H 3.6821 5.3308 -4.7001 0.220
H 4.5104 6.8924 -4.9014 0.211
H 2.4995 5.9683 -2.0963 0.463
```

Q: electronic energy of number 1 (C17H31GaO)?
A: -2665.7031 Eh

Q: spin multiplicity of number 2 (C17H31N2PReS2)?
A: 4

Copy entry 4 word for word.
Computed, not measured: a cluster of 3 separate species, C17H32BBrI2N3O5P in total, with wB97M-V/def2-TZVPD.

Its SMILES is COCCC[C@@](C#N)(/C(I)=C(/C)I)[C@@](C#N)(B(N)O)P(O)Br.CC(C)O.CC(C)O. The electronic energy comes out at -4742.7558 Eh. As for the net charge: 0. Its spin multiplicity is 1. The calculation puts the molar mass at 733.96 g/mol. The value obtained for the LUMO energy is -0.02776 hartree. Its gap between HOMO and LUMO is 8.204 eV.

Structure (XYZ):
```
62
Properties=species:S:1:pos:R:3:nbo_charge:R:1
C -7.1756 -4.8149 -0.1132 -0.275
O -5.8756 -5.5141 0.0062 -0.567
C -5.0919 -5.0163 1.1508 -0.065
C -3.4499 -5.0956 0.9037 -0.450
C -2.7234 -3.9025 1.7640 -0.450
C -2.2275 -2.6119 0.8852 -0.140
C -3.4520 -2.3822 -0.2382 0.252
N -4.4283 -2.2454 -1.1053 -0.295
C -2.2338 -1.1895 1.7495 -0.215
I -3.5326 0.4934 1.0670 0.210
C -1.4536 -0.9223 2.9827 -0.149
C -1.5731 0.5329 3.7980 -0.680
I -0.0786 -2.3911 3.8267 0.216
C -0.8773 -2.8427 -0.0127 -0.847
C -1.3855 -3.2894 -1.5443 0.253
N -1.7223 -3.6308 -2.7540 -0.300
B -0.0036 -1.4355 -0.2811 1.262
N -0.0644 -0.7438 -1.6654 -1.192
O 0.8401 -0.7707 0.7301 -0.956
P 0.2701 -4.2526 0.5660 1.064
O 0.0970 -5.5562 -0.6283 -0.966
Br 2.4703 -3.7079 0.4852 -0.211
H -7.0607 -3.6450 -0.0878 0.192
H -7.8614 -5.2110 0.7750 0.176
H -7.6320 -5.1262 -1.1683 0.210
H -5.3488 -5.6333 2.1400 0.175
H -5.4306 -3.9034 1.3890 0.174
H -3.1460 -5.1541 -0.2244 0.258
H -3.1018 -6.1237 1.3974 0.223
H -3.5557 -3.4888 2.5140 0.240
H -1.9118 -4.4042 2.4358 0.264
H -1.4419 1.4611 3.0951 0.251
H -0.6745 0.5904 4.5808 0.240
H -2.5578 0.5296 4.4318 0.248
H 0.4326 -1.3232 -2.3785 0.409
H -1.0534 -0.5373 -1.9293 0.403
H 0.5257 0.1869 0.8405 0.531
H 0.9418 -6.1288 -0.5743 0.507
C 3.2312 2.6940 -0.5492 -0.640
C 3.2607 2.5270 0.9618 0.094
C 4.6850 2.5432 1.4934 -0.629
O 2.6397 1.2931 1.3127 -0.735
H 3.7653 1.8754 -1.0444 0.193
H 2.2007 2.6680 -0.9191 0.215
H 3.6879 3.6419 -0.8505 0.240
H 2.6831 3.3301 1.4322 0.171
H 5.2706 1.7192 1.0706 0.197
H 4.6915 2.4096 2.5806 0.214
H 5.1853 3.4866 1.2533 0.211
H 3.1460 0.5742 0.8993 0.469
C 4.4473 7.6378 -2.2301 -0.629
C 4.2875 6.2539 -2.8393 0.093
C 3.8044 6.3344 -4.2786 -0.630
O 3.3525 5.5037 -2.0685 -0.725
H 3.4908 8.1723 -2.2155 0.198
H 4.7836 7.5640 -1.1904 0.217
H 5.1727 8.2349 -2.7915 0.211
H 5.2446 5.7225 -2.8015 0.177
H 2.8251 6.8227 -4.3366 0.198
H 3.6821 5.3308 -4.7001 0.220
H 4.5104 6.8924 -4.9014 0.211
H 2.4995 5.9683 -2.0963 0.463
```

Q: Which value of net charge does entry 3 give?
A: +1